CH8NO3 | wB97M-V/def2-TZVPD

CARTESIAN COORDINATES (ANGSTROEM)
N1 -1.267192 1.209511 1.106470
C1 -1.005247 -0.282620 1.076533
O1 0.112717 -0.629639 0.471070
H1 -0.964470 1.541096 0.196313
H2 -2.278908 1.315548 1.090387
H3 -1.069503 -0.618572 2.141719
H4 -1.954635 -0.735877 0.666398
H5 1.326478 0.321900 -0.265562
H6 2.806254 0.256603 -0.204974
O2 2.122968 0.861126 -0.522415
H7 0.552357 -1.558684 -1.301047
H8 1.075775 -0.436709 -2.233285
O3 0.543411 -1.243677 -2.221604

Forces on atoms 1 to 3 (eV/Å):
0.062 -0.189 0.024
-1.035 -0.109 0.659
0.712 -0.148 -0.462

Properties
* relative energy (zero: lowest compared OMol25 entry of this formula, charge and spin): 51.9 kJ/mol
* total charge: -1
* gap between HOMO and LUMO: 7.7 eV

***

CH8NO3 | wB97M-V/def2-TZVPD

CARTESIAN COORDINATES (ANGSTROEM)
N1 2.005257 0.143067 -1.121468
C1 0.580774 -0.376170 -1.222792
O1 -0.122971 -0.232075 -0.091364
H1 2.144027 1.098704 -1.439632
H2 2.219760 -0.006093 -0.146142
H3 0.135705 0.114761 -2.116627
H4 0.756548 -1.441824 -1.484870
H5 -1.716230 -0.874070 1.410038
H6 -2.439928 -1.211583 0.233727
O2 -2.396097 -1.527448 1.152534
H7 -0.220531 0.785538 1.136869
H8 -0.400422 2.227283 1.748077
O3 -0.545893 1.299910 1.941649

Forces on atoms 1 to 3 (eV/Å):
-0.281 -0.567 -0.742
0.769 0.130 0.278
-0.207 0.104 -0.107

Properties
* relative energy (zero: lowest compared OMol25 entry of this formula, charge and spin): 53.1 kJ/mol
* total charge: -1
* gap between HOMO and LUMO: 7.8 eV

***

CH8O2S2 | wB97M-V/def2-TZVPD

CARTESIAN COORDINATES (ANGSTROEM)
C1 -1.363663 2.192663 0.439455
S1 -0.967156 1.021168 -0.864775
S2 -2.215126 -0.585287 -0.881287
H1 -0.482303 2.421472 1.037423
H2 -2.162046 1.898498 1.118839
H3 -1.633580 3.145889 0.053917
H4 -1.681229 -1.365510 0.083408
O1 2.022638 -0.085248 -0.164780
H5 1.966288 0.862114 -0.304498
H6 2.922073 -0.268111 0.123343
O2 1.254122 -3.219196 0.112643
H7 1.769836 -3.433800 -0.664899
H8 0.570142 -2.584648 -0.088793

Forces on atoms 1 to 3 (eV/Å):
-0.125 -0.037 1.006
0.507 0.054 -0.439
-0.309 0.124 0.373

Properties
* relative energy (zero: lowest compared OMol25 entry of this formula, charge and spin): 62.4 kJ/mol
* SMILES: CSS.O.O
* gap between HOMO and LUMO: 9.5 eV

***

CH9BO3Ta | wB97M-V/def2-TZVPD

CARTESIAN COORDINATES (ANGSTROEM)
C1 -0.880998 0.578552 -2.134332
O1 -0.294859 -0.701140 -1.977003
B1 0.477202 -0.886524 -0.846342
O2 1.560725 -1.704011 -1.073308
Ta1 0.104945 -0.129213 1.342998
O3 -0.062896 0.619266 3.294820
H1 -1.935373 0.525646 -1.925317
H2 -0.410958 1.328773 -1.525601
H3 -0.754934 0.864627 -3.165491
H4 2.207246 -1.478405 -0.392075
H5 -0.702684 -1.739071 1.782308
H6 -1.514311 0.646759 0.845919
H7 0.962532 1.447691 0.780735
H8 1.805787 -0.817229 1.750409
H9 -0.561424 1.444279 3.242279

Forces on atoms 1 to 3 (eV/Å):
-0.103 -0.685 -0.310
0.192 0.230 -0.221
-0.183 0.181 -0.230

Properties
* total charge: -1
* gap between HOMO and LUMO: 7.9 eV

***

CH9MnO8P | wB97M-V/def2-TZVPD

CARTESIAN COORDINATES (ANGSTROEM)
Mn1 0.094018 -0.011955 -0.338189
C1 -0.504512 1.944355 2.215601
O1 -0.364392 1.758935 0.835271
H1 0.007578 1.208695 2.835821
H2 -0.071772 2.878215 2.574411
H3 -1.527892 1.822385 2.570441
P1 0.411868 -2.542075 -0.294399
O2 1.439258 -3.575025 0.268631
O3 -0.952612 -3.149375 -0.516159
O4 1.003508 -1.601075 -1.370189
O5 0.343498 -1.582195 0.852001
O6 -2.001822 -0.485615 -0.740809
H4 -2.390222 -1.360096 -0.715049
H5 -2.688722 0.071375 -1.107109
O7 -0.057862 0.952975 -2.208349
H6 -0.150302 0.431955 -3.005989
H7 -0.377532 1.821985 -2.450949
O8 2.220348 0.428105 0.100751
H8 2.576578 0.755305 0.926741
H9 2.990988 0.233135 -0.432479

Forces on atoms 1 to 3 (eV/Å):
0.263 0.297 1.959
0.430 -0.949 -1.355
-0.051 0.282 0.538

Properties
* relative energy (zero: lowest compared OMol25 entry of this formula, charge and spin): 15.5 kJ/mol
* total charge: -2
* gap between HOMO and LUMO (spin up / spin down): 3.4 / 3.6 eV
* spin multiplicity: 6

***

CH9N2O | wB97M-V/def2-TZVPD

CARTESIAN COORDINATES (ANGSTROEM)
O1 1.064276 -0.707112 -2.242850
H1 1.731301 -0.081910 -2.588529
H2 0.292766 0.478701 -0.725045
H3 0.698267 -1.168985 -3.055265
N1 -0.225652 1.133430 -0.094795
C1 -0.184853 0.411627 1.452112
N2 -0.808622 -0.872110 1.448610
H4 0.220278 1.970808 0.049709
H5 -1.153286 1.350563 -0.544466
H6 0.853886 0.246195 1.537515
H7 -0.619168 1.212178 2.001159
H8 -1.824373 -0.920945 1.520380
H9 -0.364845 -1.728719 1.557967

Forces on atoms 1 to 3 (eV/Å):
-0.297 -0.004 -1.308
-0.352 -0.600 0.026
-0.330 0.571 0.072

Properties
* relative energy (zero: lowest compared OMol25 entry of this formula, charge and spin): 71.2 kJ/mol
* total charge: +1
* gap between HOMO and LUMO: 11.3 eV

***

CH9N2O | wB97M-V/def2-TZVPD

CARTESIAN COORDINATES (ANGSTROEM)
N1 -0.107135 -0.628389 2.358091
H1 -0.842613 -0.493761 3.048917
H2 0.760174 -0.897152 2.765615
H3 -0.315157 0.775012 1.000422
H4 -0.512573 -1.557705 2.251634
N2 -0.515990 0.930701 -0.048381
C1 -0.140515 -0.293473 -0.910871
O1 0.889027 0.198535 -1.929445
H5 -1.578741 0.989495 -0.102177
H6 -0.100586 1.709963 -0.460728
H7 -1.065076 -0.983462 -1.072127
H8 0.520795 -0.909657 -0.280698
H9 1.226522 -0.576352 -2.418033

Forces on atoms 1 to 3 (eV/Å):
-2.074 -0.963 -0.490
0.750 1.462 1.048
0.836 0.456 0.970

Properties
* relative energy (zero: lowest compared OMol25 entry of this formula, charge and spin): 167.1 kJ/mol
* total charge: +1
* gap between HOMO and LUMO: 12.1 eV

***

CH9N3O2 | wB97M-V/def2-TZVPD

CARTESIAN COORDINATES (ANGSTROEM)
N1 0.893623 -0.505833 -1.806401
C1 0.021910 0.317198 -1.307329
N2 -0.056857 0.995914 -0.065134
N3 -0.917940 0.832711 -2.188807
H1 1.246271 -0.238820 -2.780479
H2 0.097043 0.330549 0.767884
H3 -0.612425 1.804472 0.314532
H4 -0.508887 1.792049 -2.342373
H5 -0.808207 0.174945 -2.977884
O1 -0.359816 0.849755 3.652348
H6 -1.299767 0.777250 3.754886
H7 -0.101796 0.073983 4.074440
O2 0.673952 -2.146164 0.556115
H8 0.674833 -1.945374 -0.359194
H9 1.058058 -3.112640 0.707397

Forces on atoms 1 to 3 (eV/Å):
1.288 0.300 1.420
0.101 1.844 -0.589
1.101 -3.008 2.986

Properties
* relative energy (zero: lowest compared OMol25 entry of this formula, charge and spin): 247.4 kJ/mol
* SMILES: N=C(N)N.O.O
* gap between HOMO and LUMO: 9.5 eV

***

CH9N3P | wB97M-V/def2-TZVPD

CARTESIAN COORDINATES (ANGSTROEM)
C1 -0.817534 0.243335 1.387468
N1 1.288109 -1.309917 -0.758088
N2 -1.960725 -0.330697 1.389446
N3 0.056269 1.142523 -1.075104
P1 0.668058 -0.338378 0.470919
H1 1.238850 -1.068069 -1.733758
H2 1.714787 -2.195327 -0.537933
H3 -2.271482 -1.114949 0.815487
H4 -2.656780 -0.001971 2.056003
H5 -0.368548 1.882976 -0.516379
H6 0.893582 1.539081 -1.506288
H7 -0.595797 0.905352 -1.819574
H8 1.545645 0.689501 0.734547
H9 1.060002 -1.171885 1.534447

Forces on atoms 1 to 3 (eV/Å):
0.971 -0.300 -0.533
-0.911 0.785 0.554
-0.530 -0.296 -0.083

Properties
* relative energy (zero: lowest compared OMol25 entry of this formula, charge and spin): 175.6 kJ/mol
* total charge: +1
* gap between HOMO and LUMO: 9.5 eV

***

CH9N4O3P | wB97M-V/def2-TZVPD

CARTESIAN COORDINATES (ANGSTROEM)
C1 -0.992975 -0.033445 -0.190688
N1 -1.244205 1.112808 -0.982991
N2 -1.896760 -1.101452 -0.487094
N3 3.047854 0.813936 0.405424
N4 -0.931085 0.324387 1.182048
O1 0.891177 -1.548263 0.916129
O2 1.131587 -1.520112 -1.613880
O3 1.750150 0.901455 -0.206663
P1 0.704671 -0.759857 -0.471254
H1 -1.136258 0.851298 -1.936045
H2 -0.709414 1.957024 -0.869198
H3 -1.856369 -1.213835 -1.507728
H4 -2.909529 -0.829163 -0.324453
H5 3.359326 -0.256094 0.286361
H6 2.897559 0.996138 1.370913
H7 -1.827115 0.173685 1.665989
H8 -0.453010 1.270904 1.282767
H9 0.174403 -1.139422 1.480365

Forces on atoms 1 to 3 (eV/Å):
-0.136 0.115 -0.134
-1.065 0.608 -0.832
-1.893 0.118 -0.211

Properties
* relative energy (zero: lowest compared OMol25 entry of this formula, charge and spin): 78.7 kJ/mol
* gap between HOMO and LUMO (spin up / spin down): 5.1 / 6.6 eV
* spin multiplicity: 3